1.
{
  "formula": "CHClF2O2S",
  "method": "the ωB97M-V functional and the def2-TZVPD basis",
  "elements": ["C", "O", "O", "F", "F", "S", "Cl", "H"],
  "coordinates": [[-0.08851, -0.53165, -0.19293], [-4.56386, -0.39198, 0.85508], [-4.64900, 0.55991, -1.28696], [0.33992, -1.81622, -0.20592], [-0.00524, -0.08426, -1.49291], [-5.37560, 0.05276, -0.19946], [-1.73582, -0.37125, 0.57608], [0.49850, 0.10457, 0.43151]],
  "forces_ev_per_angstrom": [[-0.49, -0.11, -0.67], [0.36, -0.93, 2.28], [0.35, 0.99, -2.15], [-0.51, 0.84, 0.22], [-0.69, -0.41, 1.40], [-0.97, -0.03, -0.08], [1.11, -0.44, -1.18], [0.84, 0.10, 0.19]],
  "orbital_gap_ev": 10.4,
  "e_homo_ev": -11.5,
  "relative_energy_kj_mol": 9.3,
  "total_charge": 0
}

2.
{
  "formula": "C16H27O12PS",
  "method": "the ωB97M-V functional and the def2-TZVPD basis",
  "elements": ["C", "C", "O", "P", "O", "C", "C", "C", "O", "S", "O", "O", "O", "C", "C", "C", "O", "C", "C", "O", "C", "C", "O", "O", "C", "C", "O", "O", "C", "C", "H", "H", "H", "H", "H", "H", "H", "H", "H", "H", "H", "H", "H", "H", "H", "H", "H", "H", "H", "H", "H", "H", "H", "H", "H", "H", "H"],
  "coordinates": [[2.52455, 3.65756, -0.60187], [2.71052, 2.40681, 0.21911], [2.14115, 1.26668, -0.45657], [2.95419, -0.07807, -0.31059], [4.18693, -0.12051, -1.09930], [1.91587, -1.49486, -0.73345], [1.08788, -1.43993, -2.01607], [-0.10686, -0.51220, -2.16528], [0.15879, 0.85061, -2.48091], [-0.89596, 1.87501, -1.85908], [-1.52446, 2.54177, -2.93918], [-0.34261, 2.73976, -0.88399], [-1.80928, 0.79460, -1.17063], [-1.32840, -0.57664, -1.21466], [-1.17515, -1.04439, 0.21418], [-0.43246, -0.06701, 1.13870], [-1.27742, 0.43073, 2.18184], [-1.08173, -0.26112, 3.35042], [-1.61772, -1.67433, 3.43879], [-0.49091, 0.23729, 4.29112], [-2.47935, -1.34299, -1.88484], [-3.81233, -1.04739, -1.24254], [-4.30675, -1.70105, -0.35607], [-4.41019, 0.03095, -1.79448], [-5.76714, 0.18017, -1.40677], [-5.97336, 1.27609, -0.40995], [-6.63038, -0.52936, -1.86196], [3.20583, -0.27608, 1.26227], [4.58002, -0.15084, 1.69178], [5.26827, -1.51613, 1.68314], [1.49816, 3.98781, -0.62008], [3.10507, 4.44207, -0.12596], [2.92887, 3.53463, -1.59746], [3.76997, 2.30186, 0.41022], [2.15368, 2.53846, 1.13771], [1.36147, -1.77751, 0.15291], [2.64557, -2.28464, -0.86054], [0.70711, -2.43301, -2.22587], [1.76311, -1.19379, -2.82750], [-0.53659, -0.86491, -3.10046], [-0.69930, -2.01886, 0.19443], [-2.13878, -1.21767, 0.67136], [0.04667, 0.74149, 0.60318], [0.37341, -0.61916, 1.61718], [-1.90002, -1.87023, 4.45881], [-0.81341, -2.34094, 3.15255], [-2.46338, -1.81350, 2.77689], [-2.57861, -1.10554, -2.93588], [-2.32369, -2.40639, -1.74100], [-6.82700, 1.03584, 0.20121], [-5.06296, 1.42558, 0.15357], [-6.16631, 2.18311, -0.97331], [4.52749, 0.18399, 2.72087], [5.13118, 0.60431, 1.15182], [5.79826, -1.63788, 0.74723], [5.93595, -1.58325, 2.52895], [4.49261, -2.26694, 1.74606]],
  "forces_ev_per_angstrom": [[0.31, 0.16, 0.13], [-0.63, 1.01, -0.20], [-0.15, -0.48, 0.16], [0.55, -0.58, -0.28], [0.52, 0.16, -0.24], [-0.44, 0.52, 0.32], [0.31, 0.71, 0.71], [-0.84, -0.92, -1.27], [0.44, 0.51, 1.07], [0.39, 0.80, -0.74], [-0.64, -0.55, -0.37], [0.31, -0.48, 0.72], [0.03, 0.31, 0.11], [-0.96, 0.52, -0.01], [0.51, 0.31, 0.24], [0.25, -1.09, 0.10], [0.14, 0.11, 0.00], [0.85, 0.59, 1.94], [-0.05, 0.67, -0.52], [-0.98, -0.44, -1.56], [-0.15, -0.16, 0.32], [-0.25, -0.42, 0.40], [0.29, 0.42, -0.37], [-0.42, -0.33, -0.12], [-1.68, -1.00, -0.08], [0.43, -0.16, -0.63], [1.66, 1.09, 0.40], [0.03, 0.38, -0.57], [0.14, -0.68, 1.20], [-0.30, 0.82, -0.57], [-0.19, -0.07, -0.23], [0.15, 0.19, 0.13], [-0.07, -0.07, -0.33], [0.22, -0.50, 0.10], [0.11, -0.23, 0.45], [-0.31, -0.02, 0.05], [0.36, -0.10, -0.03], [-0.12, -0.26, -0.03], [0.10, 0.02, -0.30], [0.04, -0.18, -0.25], [0.17, -0.22, -0.01], [-0.42, 0.06, -0.20], [-0.26, 0.44, 0.07], [0.31, 0.06, 0.07], [0.00, -0.11, 0.32], [0.13, -0.31, -0.06], [-0.13, -0.13, -0.09], [0.23, 0.09, -0.23], [0.12, -0.24, -0.16], [-0.19, -0.01, 0.21], [0.06, 0.05, 0.30], [-0.10, 0.27, -0.03], [-0.28, 0.19, 0.19], [-0.04, 0.07, -0.47], [0.21, -0.24, -0.11], [0.28, -0.20, 0.13], [-0.05, -0.33, 0.20]],
  "orbital_gap_ev": 10.7,
  "e_homo_ev": -10.6,
  "total_charge": 0,
  "smiles": "CCOP(=O)(CC[C@@H]1OS(=O)(=O)O[C@@]1(CCOC(C)=O)CC(=O)OC(C)=O)OCC"
}

3.
{
  "formula": "H3NOS",
  "method": "the ωB97M-V functional and the def2-TZVPD basis",
  "elements": ["N", "O", "S", "H", "H", "H"],
  "coordinates": [[-0.49141, 0.29305, 0.39237], [1.54295, -0.81108, -0.02497], [0.86965, 0.69769, -0.24173], [-1.55571, 0.20264, -0.89988], [-1.08924, 0.95631, 0.87116], [0.72377, -1.33861, -0.09695]],
  "forces_ev_per_angstrom": [[-5.79, -0.24, -2.64], [-0.04, 0.06, -0.38], [2.94, 0.48, -0.19], [1.83, -0.11, 3.05], [0.45, 0.16, 0.11], [0.61, -0.36, 0.05]],
  "orbital_gap_ev": [7.7, 7.7],
  "e_homo_ev": [-8.2, -8.2],
  "relative_energy_kj_mol": 304.2,
  "total_charge": 0
}

4.
{
  "formula": "C3H7NOS2",
  "method": "the ωB97M-V functional and the def2-TZVPD basis",
  "elements": ["C", "C", "C", "H", "H", "H", "H", "H", "H", "H", "N", "O", "S", "S"],
  "coordinates": [[2.21101, -0.84148, -0.49424], [0.67333, 0.40880, 0.82260], [-2.79585, 0.44579, 0.10081], [2.30126, -1.91179, -0.78193], [3.14144, -0.62234, 0.04035], [2.14237, -0.12101, -1.29602], [1.52448, 1.08697, 0.90317], [0.09202, 0.37160, 1.75216], [-1.45427, -0.49535, -1.08301], [-2.80978, 1.37116, 0.70869], [-1.63244, 0.30771, -0.53212], [1.05290, -0.82188, 0.26218], [-0.33729, 1.34915, -0.35627], [-4.10919, -0.52733, -0.04638]],
  "forces_ev_per_angstrom": [[0.88, -0.99, -0.24], [0.11, 0.58, -1.07], [-1.15, 0.46, 0.39], [0.01, 0.93, -0.50], [-0.19, 0.20, 0.51], [0.02, -0.12, -0.76], [0.24, -0.04, 0.53], [0.47, -0.72, -0.19], [-0.19, -0.88, -0.57], [-0.06, -0.52, -0.19], [0.30, 0.20, 0.18], [-1.27, 0.04, 1.96], [0.33, 0.63, -0.13], [0.51, 0.22, 0.10]],
  "orbital_gap_ev": 9.1,
  "e_homo_ev": -8.5,
  "relative_energy_kj_mol": 195.5,
  "total_charge": 0,
  "smiles": "COCSNC=S"
}

5.
{
  "formula": "C12H10Cl2N2O2Sn",
  "method": "the ωB97M-V functional and the def2-TZVPD basis",
  "elements": ["Sn", "N", "C", "O", "C", "C", "H", "H", "H", "H", "H", "H", "Cl", "C", "C", "C", "Cl", "C", "C", "C", "C", "N", "C", "C", "O", "H", "H", "H", "H"],
  "coordinates": [[0.01154, 0.30441, -1.20491], [-2.97598, -2.47704, -0.54209], [-1.85857, -1.80758, -0.64615], [-1.88221, -0.54020, -0.69698], [-0.53296, -2.53982, -0.63990], [0.59857, -1.74869, -1.28799], [-3.85812, -1.98409, -0.48918], [-2.98072, -3.48537, -0.49583], [-0.64414, -3.52177, -1.10227], [-0.30610, -2.71640, 0.41627], [0.72113, -1.95618, -2.34937], [1.54995, -1.84682, -0.77126], [-1.42337, 2.90294, 2.80230], [0.18149, 2.80872, 2.29530], [1.17879, 3.54508, 2.91837], [2.49549, 3.48443, 2.47471], [3.67212, 4.38586, 3.27516], [2.87717, 2.65879, 1.35418], [4.17174, 2.55522, 0.82383], [4.38415, 1.73681, -0.26621], [3.31457, 1.03141, -0.81889], [2.08946, 1.09868, -0.31249], [1.87388, 1.90317, 0.74334], [0.51059, 1.95175, 1.20178], [-0.37087, 1.25358, 0.59427], [0.92846, 4.18081, 3.75672], [4.98849, 3.11167, 1.26301], [5.36826, 1.63457, -0.69982], [3.45899, 0.40034, -1.68685]],
  "forces_ev_per_angstrom": [[0.21, 0.56, -0.02], [-0.08, -0.17, 0.04], [0.01, 0.37, -0.01], [-0.07, -0.39, -0.14], [0.03, -0.14, 0.02], [-0.02, -0.27, -0.07], [0.03, -0.02, -0.01], [-0.04, 0.04, 0.01], [-0.02, 0.03, -0.02], [-0.02, -0.01, -0.01], [0.05, -0.19, 0.05], [0.00, -0.06, -0.05], [0.02, -0.02, 0.00], [0.12, 0.10, 0.07], [0.00, -0.07, -0.09], [-0.04, -0.03, 0.06], [0.00, 0.02, 0.00], [-0.06, -0.07, -0.09], [-0.03, -0.05, -0.03], [0.00, -0.01, 0.04], [0.13, 0.03, 0.02], [-0.10, 0.21, -0.11], [0.19, -0.01, 0.07], [-0.32, -0.05, -0.17], [0.02, 0.21, 0.46], [0.00, 0.00, 0.00], [0.01, 0.01, -0.01], [0.01, 0.01, -0.01], [0.00, -0.02, -0.01]],
  "orbital_gap_ev": [6.2, 6.3],
  "e_homo_ev": [-15.4, -15.8],
  "total_charge": 2
}